Formula: C4H4N2
Source: the OMol25 dataset
Level of theory: ωB97M-V with the def2-TZVPD basis set

CARTESIAN COORDINATES (ANGSTROEM)
H1 -1.246881 -1.189178 -1.888925
N1 -1.142972 -1.592308 -0.996096
C1 -0.531451 -0.606916 -0.564273
C2 -0.167813 -0.592117 0.858858
C3 0.659363 0.485453 1.024477
C4 0.756849 1.159995 -0.330906
N2 0.107128 0.466628 -1.249159
H2 -0.676645 -1.122605 1.760526
H3 1.058730 0.809359 1.950363
H4 1.183693 2.181690 -0.564866

Cartesian forces (eV/Å) of the 3 atoms listed first:
H -0.7715 -0.9406 -3.0826
N -1.3845 -0.1987 -0.8357
C 2.4303 0.0690 3.4980

LUMO level in eV: -0.83
Energy above the lowest of the compared OMol25 structures with the same formula, charge and spin in kcal per mole: 45.8
SMILES: [H]/N=C1/C=CC=N1
Frontier orbital gap in eV: 9.2

Atom charges from the natural (NBO) analysis, given in e for atoms 1 to 8:
1. H 0.3395
2. N -0.4957
3. C 0.3170
4. C -0.2080
5. C -0.2738
6. C 0.1123
7. N -0.4726
8. H 0.2452

---

Formula: C4H4N2
Source: the OMol25 dataset
Level of theory: ωB97M-V with the def2-TZVPD basis set

CARTESIAN COORDINATES (ANGSTROEM)
C1 1.421558 1.852970 0.167189
C2 3.010186 -1.015475 0.133811
C3 -0.250372 0.079874 -0.399841
C4 0.886900 0.573506 0.498162
N1 1.861680 2.832337 -0.261857
N2 3.872052 -1.770755 -0.012603
H1 -0.698336 -0.878534 -0.201962
H2 -0.946503 0.796525 -0.192290
H3 0.057567 0.242694 -1.461101
H4 1.019371 0.227505 1.479247

Cartesian forces (eV/Å) of the 3 atoms listed first:
C 0.4795 -0.1668 -0.5291
C -1.7738 1.3313 0.1941
C 3.2785 -0.4201 -0.6812

LUMO level (alpha / beta) in eV: -2.82 / -3.36
Energy above the lowest of the compared OMol25 structures with the same formula, charge and spin in kcal per mole: 112.7
Frontier orbital gap (alpha / beta) in eV: 8.4 / 7.0

Atom charges from the natural (NBO) analysis, given in e for atoms 1 to 8:
1. C 0.1592
2. C 0.1090
3. C -0.6559
4. C 0.0484
5. N -0.1704
6. N -0.4928
7. H 0.2539
8. H 0.2438

---

Formula: C4H4N2
Source: the OMol25 dataset
Level of theory: ωB97M-V with the def2-TZVPD basis set

CARTESIAN COORDINATES (ANGSTROEM)
C1 1.217546 0.383257 -0.094346
C2 0.378529 -0.390570 -0.907183
N1 -0.869480 -0.806496 -0.735459
C3 -1.410107 -0.258487 0.333434
N2 -0.819338 0.573411 1.214717
C4 0.467725 0.850956 1.021124
H1 1.828717 -0.706702 -1.068046
H2 0.746492 -0.676138 -2.029234
H3 -2.455213 -0.502996 0.499833
H4 0.911164 1.525467 1.753995

Cartesian forces (eV/Å) of the 3 atoms listed first:
C -0.4721 -2.1656 -2.5459
C 0.6959 -0.2665 -3.0887
N -0.3521 0.2167 0.5682

LUMO level in eV: -0.60
Energy above the lowest of the compared OMol25 structures with the same formula, charge and spin in kcal per mole: 119.0
Frontier orbital gap in eV: 8.9

Atom charges from the natural (NBO) analysis, given in e for atoms 1 to 8:
1. C -0.2820
2. C -0.1329
3. N -0.4383
4. C 0.2486
5. N -0.4285
6. C 0.0502
7. H 0.3965
8. H 0.2036